Record 1
15
Properties=species:S:1:pos:R:3:mulliken_charge:R:1 method="wB97M-V/def2-TZVPD" mol_weight_g_mol=92.19 total_charge=+1 e_above_lowest_ev=1.8661 total_energy_ev=-15590.2356 spin_multiplicity=1 homo_lumo_gap_ev=7.00 lumo_ev=-5.981
C 1.27081 -1.18833 3.11271 -0.06
N 1.17722 -0.16246 2.35469 -0.08
H 1.59042 -1.07646 4.14267 0.28
H 1.29209 -2.17585 2.65729 0.28
H 0.46226 0.02335 1.61864 0.11
H 1.48640 0.72065 2.76283 0.32
C -1.04761 -0.04000 -2.64250 -1.02
C -0.46498 1.03933 -1.75824 -0.25
S -0.98343 1.04450 0.03556 -0.33
H -2.02363 0.17765 -3.05626 0.29
H -1.01344 -1.02527 -2.18114 0.34
H -0.35517 -0.06467 -3.48782 0.30
H 0.59828 0.94902 -1.57796 0.32
H -0.67654 2.02134 -2.16694 0.32
H -1.31267 -0.24279 0.18646 0.18



Record 2
15
Properties=species:S:1:pos:R:3:mulliken_charge:R:1 method="wB97M-V/def2-TZVPD" mol_weight_g_mol=87.12 total_charge=0 e_above_lowest_ev=1.5417 total_energy_ev=-7830.7783 spin_multiplicity=1 homo_lumo_gap_ev=10.18 lumo_ev=0.896
C 1.82240 0.41460 0.20505 -0.99
C 0.59803 0.09280 -0.83706 -0.54
N -0.68600 -0.02858 -0.14438 0.12
C -1.58433 -1.17481 -0.18167 -0.84
C -0.83734 0.96236 0.76422 0.04
O -0.13615 1.95538 0.77339 -0.59
H 2.68728 0.70418 -0.39263 0.33
H 2.02775 -0.47048 0.81217 0.29
H 1.78017 1.22786 0.96434 0.33
H 0.67651 -0.82677 -1.45926 0.39
H 0.53026 0.91204 -1.56594 0.25
H -1.05630 -2.12662 -0.05228 0.32
H -2.17685 -1.23744 -1.10653 0.29
H -2.29727 -1.07525 0.64614 0.28
H -1.59410 0.77132 1.53625 0.31